(1)
A cluster of 2 separate species, C6H14O in total, computed with wB97M-V/def2-TZVPD.

Geometry as XYZ:
```
21
Properties=species:S:1:pos:R:3:forces:R:3:mulliken_charge:R:1
C 1.645728 1.348556 -0.017450 0.03 0.08 0.01 -0.6799
C 2.496115 0.174359 0.500419 0.06 -0.02 0.01 -0.5982
C 1.462419 -0.801189 1.071805 0.01 -0.02 0.03 -0.7111
C 0.339659 -0.752293 0.029859 -0.04 -0.04 -0.03 -0.4267
C 0.266857 0.734629 -0.380287 -0.08 0.03 -0.03 -0.3428
H 2.113537 1.856114 -0.867119 -0.07 -0.09 0.12 0.2964
H 1.527118 2.099442 0.772255 0.02 -0.11 -0.11 0.2701
H 3.025422 -0.305338 -0.333401 -0.08 0.06 0.11 0.2711
H 3.251059 0.487927 1.229069 -0.11 -0.05 -0.10 0.3428
H 1.095581 -0.432529 2.039517 0.04 -0.04 -0.13 0.2836
H 1.858377 -1.809732 1.231193 -0.06 0.15 -0.03 0.3543
H 0.627512 -1.364131 -0.835267 -0.04 0.09 0.12 0.2417
H -0.620196 -1.128785 0.399145 0.20 0.03 -0.04 0.3403
H -0.527154 1.247623 0.178186 0.13 -0.05 -0.08 0.0776
H 0.028674 0.853471 -1.442706 0.04 -0.02 0.16 0.2821
C -3.212330 -0.531081 -0.892089 -0.10 -0.12 -0.37 -0.4947
O -3.031892 -0.338819 0.496065 0.09 0.25 0.11 -0.4967
H -2.263158 -0.724724 -1.413533 -0.14 0.04 0.11 0.2002
H -3.709193 0.324217 -1.371905 0.08 -0.13 0.10 0.2614
H -3.853774 -1.407891 -1.010456 0.10 0.12 0.00 0.2356
H -2.520361 0.470174 0.616703 -0.08 -0.16 0.05 0.2930
```
Positions in Å, forces in eV/Å.

## Properties
Relative energy (zero: lowest compared OMol25 entry of this formula, charge and spin), eV: 0.738
E_LUMO, eV: 0.975
Structure (SMILES): C1CCCC1.CO
Highest occupied orbital energy, eV: -10.4
HOMO-LUMO gap, eV: 11.4
Electronic energy, hartree: -312.2279

---

(2)
A structure of composition C3H5F6NO4S2Sn at a distorted geometry, computed with wB97M-V/def2-TZVPD.

Geometry as XYZ:
```
22
Properties=species:S:1:pos:R:3:forces:R:3:mulliken_charge:R:1
Sn -0.315107 -0.453567 -2.392711 1.68 1.60 3.29 1.3241
C -2.098888 -1.579674 -1.210477 -2.61 -1.79 1.08 -1.0183
H -2.103960 -1.192807 -0.185692 0.94 0.81 -0.23 0.4978
H -3.025918 -1.356019 -1.753803 0.54 0.45 -0.58 0.5734
H -1.833589 -2.640526 -1.241663 0.75 0.15 -0.54 0.5493
H -3.961309 -3.031410 -0.108243 -0.37 -0.54 -0.02 -0.2410
H -4.391090 -3.676400 -0.141983 0.49 0.66 -0.03 0.2978
F 0.892083 4.316370 -1.187829 0.34 -1.44 0.88 -0.1544
C 1.301146 3.486165 -0.204445 0.48 3.31 0.77 0.5868
F 2.611118 3.692623 0.034100 -1.74 -0.89 -0.51 -0.1431
F 0.600362 3.748049 0.914203 0.66 -0.86 -1.40 -0.1502
S 1.019257 1.728783 -0.738551 1.65 0.29 2.90 1.2001
O -0.442603 1.547682 -0.937402 -0.30 -1.45 -1.73 -0.6036
O 1.828431 1.452343 -1.917271 -1.17 -0.92 -0.84 -0.5608
N 1.525680 1.015576 0.602552 -0.70 -0.35 -1.91 -0.2615
S 1.689285 -0.580094 0.534389 2.99 1.19 2.20 0.9775
O 0.812545 -1.188039 -0.509172 -1.66 -0.16 -2.32 -0.5735
O 3.050848 -1.021562 0.588211 -1.79 0.20 -0.42 -0.4484
C 0.873318 -0.988608 2.164342 -0.87 -0.93 2.43 0.6735
F 1.484383 -0.360871 3.185946 -0.50 -0.69 -1.91 -0.1506
F -0.423240 -0.594992 2.132509 1.03 -0.21 -0.45 -0.2085
F 0.907249 -2.323024 2.372988 0.15 1.56 -0.66 -0.1666
```
Positions in Å, forces in eV/Å.

## Properties
Relative energy (zero: lowest compared OMol25 entry of this formula, charge and spin), eV: 4.035
Total charge: +2
E_LUMO (spin up / spin down), eV: -14.864 / -14.825
Highest occupied orbital energy (spin up / spin down), eV: -18.6 / -18.6
HOMO-LUMO gap (spin up / spin down), eV: 3.8 / 3.8
Electronic energy, hartree: -2081.9215

---

(3)
A structure of composition C36H21F5N4O4PS2SeTi at a distorted geometry, computed with wB97M-V/def2-TZVPD.

Geometry as XYZ:
```
75
Properties=species:S:1:pos:R:3:forces:R:3:mulliken_charge:R:1
Ti 0.707152 -1.079896 1.405021 -1.16 1.09 0.13 -0.2775
Se -6.337141 -0.195131 -0.830194 -0.10 0.01 -0.06 0.1310
N -5.142424 0.664219 0.187763 -0.04 0.08 -0.03 -0.8851
C -4.296377 -0.222594 0.615306 0.29 -0.18 0.12 0.7317
C -3.142428 0.100576 1.472993 -0.17 -0.15 -0.16 1.0754
C -3.036979 1.315890 2.083544 0.04 0.25 0.18 -0.3630
C -1.936933 1.532183 2.963090 -0.31 0.13 -0.20 -0.7864
C -0.943947 0.624933 3.027304 0.12 -0.45 0.13 -0.7063
N -0.962801 -0.578804 2.328628 0.10 -0.24 -0.28 -0.0165
C -2.174206 -0.921005 1.697319 0.27 -0.01 0.04 0.0144
C -2.501008 -2.302481 1.428757 0.06 -0.06 -0.04 -0.6402
N -1.713926 -3.272225 1.938514 0.07 0.09 0.09 -0.3730
C -1.990391 -4.533742 1.690458 -0.03 -0.03 0.01 -0.3958
C -3.070507 -4.967487 0.919404 0.04 0.02 0.03 -0.8950
C -3.910424 -3.994697 0.417067 -0.04 -0.05 -0.07 -0.6356
C -3.648299 -2.656328 0.669507 -0.14 0.19 -0.06 0.8576
C -4.531269 -1.599727 0.190805 0.17 0.04 0.15 0.6524
N -5.561984 -1.791262 -0.583374 -0.02 -0.03 -0.02 -0.9002
H -3.802740 2.063977 1.931416 0.03 0.01 0.00 0.5052
H -1.858880 2.442578 3.544395 -0.03 -0.02 0.00 0.4750
H -0.050093 0.811657 3.610530 0.00 -0.10 0.04 0.4918
H -1.306441 -5.258602 2.126629 0.00 0.01 0.00 0.4443
H -3.236032 -6.019979 0.737465 0.01 0.01 -0.01 0.4137
H -4.780193 -4.249366 -0.176566 0.00 0.01 0.01 0.4827
O 0.592022 0.955069 0.736228 -0.03 0.23 -0.67 -0.1291
P 0.934095 1.716278 -0.535977 -0.48 0.11 0.34 1.3391
C 0.285251 0.899936 -2.004686 0.14 0.02 -0.18 0.9244
C -0.665830 -0.102133 -1.843896 -0.11 0.01 0.11 -0.2998
C -1.231011 -0.722951 -2.946581 0.01 0.00 -0.03 -0.8390
C -0.856355 -0.337217 -4.224270 0.00 0.00 -0.01 -0.6648
C 0.082554 0.671551 -4.398208 -0.01 -0.01 0.04 -0.9773
C 0.653274 1.288045 -3.294969 -0.02 -0.08 0.00 -0.3757
C 0.024509 3.290869 -0.414648 0.00 0.00 -0.01 0.2202
C -0.078850 4.166090 -1.494811 0.00 -0.03 -0.03 -0.4416
C -0.734062 5.377630 -1.356836 -0.01 0.00 0.02 -0.6864
C -1.285649 5.734096 -0.131158 0.02 -0.02 0.00 -0.5323
C -1.180047 4.872085 0.948424 0.02 -0.03 -0.02 -0.7642
C -0.527569 3.652317 0.806946 -0.04 0.01 -0.01 0.1278
C 2.605087 2.317394 -0.864005 0.12 -0.09 0.14 0.6521
C 3.056673 3.375745 -0.079577 0.02 0.00 -0.01 -0.7069
C 4.339576 3.873395 -0.245189 -0.02 0.00 -0.01 -0.6911
C 5.172522 3.329280 -1.209608 -0.01 -0.03 -0.01 -0.5187
C 4.725896 2.279874 -2.002799 -0.02 0.02 0.04 -0.9187
C 3.454033 1.763777 -1.819598 0.00 0.01 -0.02 -0.0742
H -0.995323 -0.395088 -0.852833 0.04 0.02 0.02 0.1445
H -1.958204 -1.510984 -2.799969 0.00 0.00 0.00 0.5608
H -1.294558 -0.824528 -5.086150 0.01 0.00 0.00 0.3800
H 0.380593 0.971279 -5.394843 0.00 0.00 0.00 0.4173
H 1.402811 2.054369 -3.442407 -0.03 0.02 -0.01 0.5030
H 0.349956 3.905699 -2.453966 0.02 -0.02 -0.02 0.2713
H -0.816655 6.045070 -2.205445 0.01 0.00 0.01 0.4196
H -1.796556 6.682819 -0.023276 0.00 -0.01 0.00 0.3840
H -1.610543 5.141791 1.904815 0.00 -0.01 0.00 0.4294
H -0.452627 2.964847 1.636861 0.02 0.00 0.00 0.2494
H 2.412398 3.804703 0.677678 0.00 -0.01 0.00 0.3078
H 4.688034 4.680930 0.385120 0.00 -0.01 0.01 0.4041
H 6.177824 3.711861 -1.335428 -0.01 0.01 -0.01 0.3773
H 5.379422 1.841936 -2.745974 0.00 0.00 0.00 0.4018
H 3.130314 0.915592 -2.405950 0.03 -0.01 0.05 0.5371
O 2.133141 -0.606367 2.477332 0.67 0.11 0.16 -0.3685
S 3.409417 -0.517011 1.566276 0.58 0.00 -0.01 1.1227
O 3.884614 0.843224 1.613286 -0.05 -0.02 -0.05 -0.5783
O 4.326273 -1.548501 1.965742 -0.03 0.06 0.03 -0.6682
S 2.612485 -0.972671 -0.262064 0.21 0.00 0.02 -0.4395
F 1.759561 -3.252846 3.331663 -0.01 0.08 -0.07 -0.4426
C 1.682381 -3.796733 2.098230 -0.15 -0.20 0.03 -0.2255
C 1.033335 -3.131607 1.070771 0.07 -0.72 0.30 1.3870
C 0.940096 -3.842290 -0.102600 -0.07 0.01 -0.19 -0.2356
F 0.316066 -3.288353 -1.177962 -0.01 0.07 0.08 -0.3430
C 1.468240 -5.102722 -0.291311 0.02 -0.07 -0.03 0.0549
F 1.351259 -5.747036 -1.466235 0.00 0.01 0.02 -0.3462
C 2.143348 -5.708545 0.753363 0.02 -0.09 -0.04 0.6468
F 2.670059 -6.934363 0.595593 -0.01 0.04 0.01 -0.3450
C 2.253269 -5.050498 1.962612 -0.07 -0.03 -0.02 0.3025
F 2.881748 -5.647774 2.986510 -0.01 -0.01 -0.02 -0.3531
```
Positions in Å, forces in eV/Å.

## Properties
Relative energy (zero: lowest compared OMol25 entry of this formula, charge and spin), eV: 1.904
Total charge: -1
E_LUMO (spin up / spin down), eV: 1.853 / 1.869
Highest occupied orbital energy (spin up / spin down), eV: -3.0 / -3.0
HOMO-LUMO gap (spin up / spin down), eV: 4.8 / 4.9
Electronic energy, hartree: -6792.5655

---

(4)
An isolated molecule of C3H7N3O2S at a distorted geometry, computed with wB97M-V/def2-TZVPD.

Geometry as XYZ:
```
16
Properties=species:S:1:pos:R:3:forces:R:3:mulliken_charge:R:1
C 1.322316 0.525506 0.492023 -1.59 2.67 -1.01 -0.2805
C 1.859608 -0.212637 -0.803463 -1.51 1.07 0.40 -0.4052
C 0.466296 -0.437047 1.303818 5.13 -3.11 -4.24 -1.0005
N 1.057175 -1.409981 -1.022295 -0.06 -1.03 0.49 -0.2686
N -3.390300 0.396628 -0.928812 -0.72 -1.36 -0.76 -0.9435
N -2.247617 0.247690 -0.449459 -0.74 1.63 1.31 1.4306
O -1.620076 1.089265 0.206099 0.29 0.84 0.41 -0.6600
O -1.686521 -0.917379 -0.570079 -0.36 -1.82 -0.97 -0.6452
S 0.026848 -1.784113 0.030894 0.01 2.96 -0.41 0.4206
H 2.117003 1.063393 1.138721 -1.26 -1.03 -1.16 0.3493
H 0.484718 1.350449 0.071639 2.62 -1.99 1.26 0.2169
H 1.688446 0.503759 -1.617733 0.13 -0.45 -0.11 0.2174
H 2.874196 -0.546840 -0.890136 0.74 0.06 0.51 0.3098
H 1.153958 -1.056421 1.829558 0.50 -0.50 1.27 0.4515
H -0.233965 -0.068687 1.861190 -4.38 1.98 2.88 0.5629
H -3.872084 1.256411 -0.651963 1.20 0.08 0.13 0.2443
```
Positions in Å, forces in eV/Å.

## Properties
Relative energy (zero: lowest compared OMol25 entry of this formula, charge and spin), eV: 5.042
E_LUMO, eV: -0.539
Highest occupied orbital energy, eV: -9.4
HOMO-LUMO gap, eV: 8.9
Electronic energy, hartree: -831.2050

---

(5)
An isolated molecule of C16H19N3OS at a distorted geometry, computed with wB97M-V/def2-TZVPD.

Geometry as XYZ:
```
40
Properties=species:S:1:pos:R:3:forces:R:3:mulliken_charge:R:1
C 4.027386 2.202611 4.592088 -0.18 -0.18 -0.14 -1.1659
C 3.289575 1.119664 3.816629 -0.07 0.17 0.22 -0.3091
N 4.071927 0.693543 2.678484 0.39 0.05 0.41 -0.1609
C 3.492388 0.339091 1.514015 0.79 -0.49 -0.86 0.4834
N 2.266652 0.535350 1.195145 -0.50 0.34 0.62 -0.5152
C 1.985128 0.110506 -0.078163 0.64 -0.45 -0.57 -0.1943
C 0.640778 0.285275 -0.582710 -0.44 -0.11 -0.31 1.1154
C -0.256954 1.286028 -0.129154 -0.16 -0.07 -0.14 -1.0144
C -1.414178 1.160561 -0.841273 -0.03 0.37 0.28 0.7038
C -2.666484 1.960137 -0.762798 0.05 -0.13 -0.09 -1.4969
N -1.259748 0.116217 -1.718656 0.16 0.16 -0.01 0.2227
C -2.272197 -0.344540 -2.637583 -0.16 -0.44 0.11 -1.4992
C -3.231364 -1.293668 -1.987632 -0.68 0.66 -0.16 0.7310
C -4.539190 -1.154472 -1.626265 0.61 0.05 -0.29 -0.5224
C -4.917481 -2.379654 -1.023909 0.35 -0.46 0.08 -0.4714
C -3.811311 -3.167963 -1.060534 -0.87 -0.06 0.30 -0.5104
O -2.788659 -2.522428 -1.643332 0.53 0.07 -0.18 -0.2199
C -0.017046 -0.434598 -1.559907 0.48 -0.14 0.18 0.6263
C 0.415004 -1.643112 -2.313132 -0.07 0.11 -0.04 -1.8450
C 3.046311 -0.420675 -0.745833 0.01 0.02 0.16 -0.6882
S 4.472871 -0.416609 0.242265 -0.55 0.26 0.37 -0.3009
H 3.421668 2.538477 5.429025 -0.01 0.05 0.14 0.3671
H 4.235303 3.051759 3.946566 0.03 0.09 -0.04 0.3196
H 4.970437 1.821188 4.978578 0.12 0.01 0.08 0.2986
H 2.346076 1.497606 3.420866 0.06 -0.08 0.11 0.3140
H 3.071864 0.269051 4.477833 -0.09 0.09 -0.10 0.2532
H 4.996083 0.335505 2.860751 -0.10 0.03 -0.04 0.2491
H -0.043639 2.007023 0.633279 -0.03 0.18 0.17 0.5075
H -2.555549 2.718048 0.007377 -0.03 0.05 0.02 0.3750
H -3.518767 1.329022 -0.510748 -0.11 0.04 0.03 0.2553
H -2.879351 2.461574 -1.708524 -0.09 0.09 -0.03 0.2995
H -2.834425 0.513748 -3.013687 0.06 -0.15 -0.01 0.3899
H -1.778712 -0.837904 -3.479784 -0.08 0.16 0.03 0.4237
H -5.160373 -0.295475 -1.778753 -0.05 0.24 -0.06 0.5063
H -5.877042 -2.630350 -0.621224 -0.17 -0.13 0.11 0.4259
H -3.629442 -4.167739 -0.720034 0.12 -0.13 0.01 0.4544
H -0.394208 -2.369094 -2.374888 0.03 -0.09 -0.05 0.2892
H 0.737348 -1.393051 -3.326510 0.05 -0.08 -0.08 0.2765
H 1.250011 -2.106662 -1.794890 0.04 -0.05 0.00 0.5540
H 3.109311 -0.773991 -1.752979 -0.08 -0.04 -0.26 0.4726
```
Positions in Å, forces in eV/Å.

## Properties
Relative energy (zero: lowest compared OMol25 entry of this formula, charge and spin), eV: 1.657
E_LUMO, eV: 0.806
Structure (SMILES): CCNc1nc(-c2cc(C)n(Cc3ccco3)c2C)cs1
Highest occupied orbital energy, eV: -7.0
HOMO-LUMO gap, eV: 7.8
Electronic energy, hartree: -1258.7793

---

(6)
An isolated molecule of C3H8N4 at a distorted geometry, computed with wB97M-V/def2-TZVPD.

Geometry as XYZ:
```
15
Properties=species:S:1:pos:R:3:forces:R:3:mulliken_charge:R:1
C 0.721794 2.382439 1.538888 0.16 1.46 -0.23 -0.6065
N 1.595876 1.224551 1.672120 -0.41 1.08 0.68 -0.4877
C 1.186515 0.186629 1.105315 1.35 -0.74 -0.73 0.1128
N 0.072842 0.151296 0.278390 -0.77 -2.38 -1.57 -0.4500
C -0.108917 -0.956501 -0.389568 1.11 -0.73 1.16 0.0944
N -1.144203 -1.163827 -1.235354 -1.78 4.72 -1.45 -0.0043
N -1.406902 -2.283595 -1.950083 3.11 -0.91 -2.31 -0.6675
H 0.106148 2.454546 2.452653 0.08 -0.08 -0.32 0.2280
H 0.007946 2.286336 0.635455 1.33 0.67 1.41 0.2674
H 1.389603 3.332555 1.584510 -1.26 -1.51 -0.54 0.2324
H 1.906603 -0.658954 1.177653 -0.85 -0.08 -0.20 0.2846
H 0.537480 -1.898304 -0.311331 -0.67 1.19 0.22 0.2295
H -1.504227 -0.267580 -1.758128 0.82 -1.88 2.08 0.2980
H -1.032162 -2.169007 -2.946251 -1.24 -0.68 1.91 0.2338
H -2.328396 -2.620583 -1.854267 -0.99 -0.12 -0.10 0.2350
```
Positions in Å, forces in eV/Å.

## Properties
Relative energy (zero: lowest compared OMol25 entry of this formula, charge and spin), eV: 2.924
E_LUMO, eV: 0.728
Structure (SMILES): C/N=C\N=C\NN
Highest occupied orbital energy, eV: -8.8
HOMO-LUMO gap, eV: 9.5
Electronic energy, hartree: -338.0463

---

> Look up the relative energy (zero: lowest compared OMol25 entry of this formula, charge and spin) of the sixth one.

2.924 eV

---

> What is the electronic energy in the fifth record?

-1258.7793 hartree

---

> Among the records above, which one has the lowest electronic energy?

C36H21F5N4O4PS2SeTi